ORCA calculation (wB97M-V/def2-TZVPD) on a cluster of 10 separate species, C5H29NO10 in total in a non-equilibrium geometry.

Output
Spin multiplicity = 1
SMILES = CCNC(=O)CC.O.O.O.O.O.O.O.O.O
Frontier orbital gap = 10.832 eV
Energy above the lowest of the compared OMol25 structures with the same formula, charge and spin = 95.8 kJ/mol

Element x y z (Å)
O (3.177, 1.254, 1.013)
O (-0.468, 1.381, -0.066)
O (1.400, -1.020, -3.063)
O (-2.475, -1.358, -2.241)
O (-2.658, 2.560, -1.102)
O (-0.929, -0.585, -4.326)
O (1.084, 2.876, 1.637)
O (1.324, -1.379, 4.290)
O (1.908, 1.273, -1.465)
O (3.201, -0.995, 2.392)
N (-0.274, -0.821, -0.055)
C (-0.373, -2.185, 0.457)
C (-1.545, 0.278, 1.778)
C (-2.597, 1.387, 1.785)
C (-0.992, -3.086, -0.605)
C (-0.736, 0.295, 0.519)
H (4.065, -0.826, 2.750)
H (1.040, 1.483, -1.058)
H (-1.090, -4.126, -0.276)
H (-2.062, -0.678, 1.896)
H (-1.572, -0.852, -3.619)
H (-2.009, -2.769, -0.845)
H (0.635, -2.518, 0.718)
H (2.141, -0.911, -3.663)
H (0.453, 2.489, 0.983)
H (-3.134, 1.374, 2.732)
H (1.769, 0.514, -2.089)
H (-0.380, -3.107, -1.511)
H (1.830, -1.727, 5.053)
H (-0.858, 0.350, 2.627)
H (3.057, -0.204, 1.783)
H (-1.805, -1.614, -1.584)
H (-0.932, -2.244, 1.377)
H (0.633, 2.866, 2.487)
H (-1.851, 2.278, -0.620)
H (0.298, -0.698, -0.885)
H (-2.419, 3.268, -1.715)
H (-3.321, 1.248, 0.985)
H (1.979, -1.163, 3.584)
H (2.587, 1.957, 1.366)
H (2.905, 1.218, 0.061)
H (0.563, -0.822, -3.548)
H (-2.831, -0.497, -1.900)
H (-1.245, -1.120, -5.065)
H (-2.171, 2.386, 1.695)

Cartesian forces, eV/Å:
O -0.35 0.30 -0.63
O -0.35 -0.46 0.73
O -0.22 0.06 0.53
O -0.58 1.64 0.32
O -0.11 0.02 -0.05
O -0.75 -0.39 0.14
O -0.44 0.06 -0.28
O 0.17 -0.17 0.57
O -0.18 -0.39 -0.36
O -0.71 0.36 -0.84
N -0.48 -0.28 0.71
C 0.57 -0.54 -0.34
C -0.43 -0.16 0.06
C 0.05 0.15 0.36
C 0.13 -0.71 0.41
C 0.74 0.55 -1.13
H 0.63 0.05 0.28
H 0.35 -0.29 -0.45
H 0.19 0.21 0.14
H 0.17 0.03 -0.04
H 0.35 0.29 -0.14
H 0.16 -0.71 0.47
H -0.03 -0.04 -0.09
H -0.10 -0.04 -0.21
H 0.32 0.25 0.59
H -0.04 -0.13 0.04
H -0.03 0.71 0.65
H -0.06 0.11 -0.03
H -0.40 0.38 -0.88
H 0.07 0.05 -0.05
H 0.24 -0.39 0.48
H -0.32 0.60 -0.65
H -0.22 0.32 0.17
H 0.01 0.01 -0.05
H -0.23 0.38 -0.52
H 0.11 0.11 0.13
H 0.12 -0.31 0.27
H 0.04 0.07 -0.03
H 0.03 -0.26 0.41
H 0.23 -0.37 -0.01
H 0.24 -0.08 0.48
H 0.40 -0.11 -0.36
H 0.33 -0.90 -0.50
H 0.33 0.16 -0.15
H 0.07 -0.11 -0.15

Here are the Mulliken charges for atoms 1 to 5, given in e:
1 O -0.76
2 O -0.44
3 O -0.76
4 O -0.83
5 O -0.67

***

ORCA calculation (wB97M-V/def2-TZVPD) on a structure of composition C20H29GeN3OY in a non-equilibrium geometry.

Output
Spin multiplicity = 1
Frontier orbital gap = 5.691 eV
Energy above the lowest of the compared OMol25 structures with the same formula, charge and spin = 274.6 kJ/mol
Net charge = +3

Element x y z (Å)
Y (0.443, 0.815, -1.203)
Ge (-0.228, -2.390, -0.531)
O (-1.391, 4.219, -2.305)
N (-1.219, 2.189, -1.185)
N (0.880, 2.370, 0.547)
N (0.026, 1.280, -3.502)
C (1.361, -2.006, 0.467)
C (-0.943, 2.141, -5.957)
C (2.090, -0.082, 3.775)
C (-0.085, 1.050, -5.879)
C (1.123, -1.053, 1.647)
C (-1.441, 2.955, 0.058)
C (-2.033, -2.300, 0.061)
C (1.146, 4.409, 2.396)
C (-2.120, -3.832, 0.342)
C (-1.171, 3.041, -2.314)
C (2.215, 3.549, 2.143)
C (2.371, -0.893, 2.514)
C (0.384, 0.657, -4.647)
C (-0.044, 4.237, 1.712)
C (2.044, 2.553, 1.219)
C (-1.231, -4.280, 1.502)
C (-1.353, -5.773, 1.771)
C (-0.158, 3.212, 0.791)
C (-1.299, 2.811, -4.793)
C (-0.816, 2.348, -3.592)
H (-1.325, 2.469, -6.914)
H (-1.907, -4.428, -0.553)
H (-1.182, -6.357, 0.866)
H (-0.053, -3.318, -1.734)
H (0.813, -0.051, 1.291)
H (-1.936, 3.685, -4.803)
H (2.857, 1.873, 0.987)
H (0.229, 0.517, -6.765)
H (-2.726, -1.962, -0.709)
H (-0.169, -4.042, 1.278)
H (3.163, 3.662, 2.650)
H (1.409, -0.617, 4.438)
H (0.298, -1.421, 2.263)
H (1.626, -3.036, 0.753)
H (-2.142, -1.657, 0.932)
H (-0.884, 4.899, 1.880)
H (-1.484, -3.707, 2.398)
H (-1.900, 3.914, -0.175)
H (1.249, 5.208, 3.119)
H (2.186, -1.669, -0.176)
H (-3.183, -3.999, 0.549)
H (2.734, -1.889, 2.781)
H (-2.355, -6.004, 2.136)
H (-2.129, 2.409, 0.707)
H (-0.643, -6.099, 2.529)
H (1.082, -0.168, -4.563)
H (1.641, 0.887, 3.540)
H (3.170, -0.427, 1.927)
H (3.009, 0.100, 4.329)

Cartesian forces, eV/Å:
Y -0.62 1.87 0.17
Ge -0.31 -2.10 -0.01
O -0.05 0.06 0.12
N 1.28 0.01 -0.04
N -0.10 -0.10 -0.46
N -0.18 0.03 0.44
C 0.19 1.08 -0.23
C 0.02 -0.03 -0.02
C 0.00 -0.04 -0.03
C -0.04 0.05 -0.13
C 0.24 -0.35 0.05
C -0.14 -0.23 -0.15
C -0.27 0.75 -0.23
C 0.06 0.00 0.04
C -0.25 0.12 0.11
C -0.45 -0.31 0.10
C -0.01 0.09 0.06
C -0.03 0.13 0.07
C 0.13 0.02 0.27
C -0.01 0.01 0.04
C -0.07 -0.05 -0.17
C -0.12 -0.07 -0.06
C 0.05 0.01 -0.01
C 0.33 -0.18 0.13
C 0.02 0.06 -0.09
C 0.32 -0.37 -0.13
H 0.01 0.01 -0.01
H -0.06 0.06 -0.04
H 0.02 0.00 0.01
H 0.10 0.13 -0.09
H -0.08 -0.01 0.08
H -0.02 -0.01 0.00
H 0.00 -0.01 0.00
H -0.01 0.00 0.00
H -0.04 -0.16 -0.06
H -0.01 -0.07 0.02
H 0.00 0.00 0.00
H -0.02 0.02 0.00
H -0.05 0.06 -0.02
H 0.16 0.08 0.06
H -0.07 -0.21 0.17
H 0.01 -0.01 0.00
H 0.07 0.05 0.00
H -0.13 -0.02 -0.07
H 0.01 0.01 -0.02
H 0.12 -0.18 0.04
H 0.04 -0.11 0.09
H 0.01 0.00 0.01
H -0.02 0.01 -0.01
H -0.02 -0.01 0.01
H -0.02 0.01 0.01
H -0.01 -0.02 -0.01
H 0.02 -0.03 0.01
H 0.00 -0.04 -0.03
H 0.00 -0.01 0.00

Here are the Mulliken charges for atoms 1 to 5, given in e:
1 Y 1.47
2 Ge -0.07
3 O -0.49
4 N -0.46
5 N 0.19

***

Number 1: DFT total energy -27622.6452 eV. Number 2: DFT total energy -85259.8020 eV.